1.
Computed, not measured: 4 unconnected molecules or ions with the total composition C23H62N11O4P4, with ωB97M-V with the def2-TZVPD basis set.

Geometry (Å):
C  1.9080  2.9458  -3.9618
P  1.5610  4.5452  -4.7984
O  2.4424  5.6881  -4.0832
N  -0.1994  4.7757  -4.2989
C  -1.1154  4.1592  -5.0061
C  -2.4754  4.2349  -4.6825
C  -2.7517  5.0034  -3.5660
C  -1.6728  5.6347  -2.9318
N  -0.3974  5.5594  -3.2446
H  2.3375  3.1511  -2.9724
H  0.9483  2.4455  -3.7746
H  2.4963  2.2803  -4.5902
H  2.2145  5.8115  -3.1446
H  -0.8034  3.5743  -5.8670
H  -3.2375  3.7063  -5.2376
H  -3.7537  5.1388  -3.1807
H  -1.8956  6.2419  -2.0572
O  2.1444  2.6937  -0.6950
P  2.3408  2.1863  0.7199
N  1.3382  0.7944  0.6063
C  0.3759  0.3319  1.5851
C  1.8150  -0.2608  -0.2953
N  1.5173  3.5391  1.4824
C  0.2282  3.4116  2.1488
C  1.4182  4.7377  0.6523
N  3.0436  1.7413  2.2094
C  3.8143  0.4965  2.2553
C  2.8858  2.3588  3.5151
H  0.8182  0.0858  2.5619
H  -0.1326  -0.5692  1.2424
H  -0.4276  1.0472  1.7406
H  2.7046  -0.7675  0.0866
H  2.0726  0.1597  -1.2716
H  1.0583  -1.0231  -0.4756
H  -0.5742  3.1498  1.4461
H  -0.0411  4.3604  2.6205
H  0.2397  2.6839  2.9568
H  0.6285  4.6429  -0.1082
H  2.3593  4.9512  0.1507
H  1.1827  5.6067  1.2722
H  3.1674  -0.3794  2.3648
H  4.5079  0.4833  3.0949
H  4.4097  0.3765  1.3504
H  2.0333  1.9255  4.0451
H  2.7759  3.4369  3.4595
H  3.7674  2.1915  4.1396
O  -2.9388  1.0097  3.0106
P  -4.4076  1.0744  2.6568
N  -5.0159  1.3100  4.2551
C  -6.1597  0.6619  4.8593
C  -4.6634  2.5836  4.8811
N  -4.5218  -0.5899  2.1220
C  -5.2632  -1.6142  2.8450
C  -3.2368  -1.2010  1.7740
N  -5.8905  1.4473  1.8813
C  -6.4480  2.7850  2.0787
C  -6.7765  0.5689  1.1378
H  -7.1109  0.8553  4.3402
H  -6.2920  0.9950  5.8883
H  -6.0231  -0.4140  4.9386
H  -5.1739  3.4385  4.4187
H  -3.5882  2.7613  4.8009
H  -4.9034  2.5924  5.9434
H  -4.8215  -1.8243  3.8270
H  -5.2601  -2.5464  2.2752
H  -6.3141  -1.3615  2.9753
H  -2.6715  -1.4883  2.6678
H  -2.6276  -0.5235  1.1808
H  -3.3894  -2.1014  1.1731
H  -6.9908  2.8669  3.0259
H  -7.1521  3.0494  1.2899
H  -5.6592  3.5384  2.0658
H  -7.5042  0.0976  1.8038
H  -6.2407  -0.1929  0.5811
H  -7.3470  1.1264  0.3887
O  3.1362  -3.0945  -0.9626
P  3.7524  -4.4101  -1.3769
N  4.1854  -3.9561  -2.9901
C  4.0094  -4.7353  -4.1958
C  5.2283  -2.9374  -3.0971
N  2.2520  -5.3151  -1.3209
C  1.5847  -5.8263  -2.5080
C  1.2007  -4.6967  -0.5081
N  4.6581  -5.8589  -1.3855
C  6.1072  -5.7592  -1.5633
C  4.1823  -7.2313  -1.3710
H  4.5502  -5.6937  -4.1933
H  4.3597  -4.1814  -5.0670
H  2.9605  -4.9325  -4.4041
H  6.2157  -3.3085  -2.7948
H  4.9905  -2.0822  -2.4592
H  5.3177  -2.5547  -4.1136
H  1.2235  -5.0175  -3.1571
H  0.7199  -6.4279  -2.2178
H  2.2156  -6.4946  -3.0915
H  0.7174  -3.8636  -1.0327
H  1.5944  -4.3295  0.4360
H  0.4299  -5.4336  -0.2682
H  6.3832  -5.6505  -2.6174
H  6.6207  -6.6459  -1.1939
H  6.5070  -4.9087  -1.0104
H  4.0172  -7.5947  -2.3891
H  3.2777  -7.3554  -0.7849
H  4.9169  -7.8978  -0.9110

Properties
gap between HOMO and LUMO	5.05	eV
HOMO	-9.6	eV
DFT total energy	-3181.82427	a.u.
net charge	+1
LUMO	-4.509	eV



2.
Computed, not measured: 7 unconnected molecules or ions with the total composition C23H62N2O7, with ωB97M-V with the def2-TZVPD basis set.

Geometry (Å):
C  -1.7205  -4.4866  1.4554
O  -2.4896  -4.5048  0.2996
C  -1.6796  -4.1995  -0.8597
C  -2.5766  -4.2760  -2.0189
C  -1.7526  -3.8660  -3.2112
N  -3.6489  -3.3290  -1.9388
H  -1.3472  -3.4778  1.6976
H  -0.8922  -5.1670  1.4404
H  -2.3517  -4.8268  2.2770
H  -1.2440  -3.2014  -0.7601
H  -0.9616  -5.0129  -0.8462
H  -2.9958  -5.2797  -2.0760
H  -2.3073  -3.9462  -4.1224
H  -0.7758  -4.3784  -3.2362
H  -1.4970  -2.8166  -3.1380
H  -4.3421  -3.5618  -1.2363
H  -4.1367  -3.3384  -2.7937
C  1.2997  -2.8622  3.8884
O  2.5528  -3.0611  3.3368
C  2.4621  -3.4609  2.0188
C  3.8380  -3.6509  1.3569
C  4.6333  -2.3193  1.3418
N  3.7667  -4.2311  -0.0210
H  0.6604  -3.7766  3.8748
H  0.8229  -2.0367  3.3594
H  1.5417  -2.6391  4.9208
H  1.8518  -4.3610  2.0074
H  1.9416  -2.7270  1.4533
H  4.3315  -4.3690  1.9612
H  4.1267  -1.4838  0.8417
H  5.5830  -2.4578  0.8046
H  4.8994  -1.8845  2.3275
H  3.2096  -5.0675  0.0070
H  3.3979  -3.5984  -0.7171
C  5.0173  3.1423  -0.2159
C  4.8147  3.6437  1.2234
C  3.4229  3.4416  1.7633
O  5.6631  2.9962  2.0746
H  4.6070  2.1199  -0.2799
H  6.0566  3.2075  -0.5666
H  4.4016  3.7141  -0.8685
H  4.9734  4.7260  1.2825
H  2.6850  4.0035  1.2099
H  3.3477  3.8600  2.7802
H  3.1774  2.4133  1.8058
H  6.5339  2.8478  1.7039
C  1.7982  -0.5300  -1.5834
C  1.4591  0.2740  -0.3022
C  0.4099  1.3631  -0.6706
O  1.0568  -0.5573  0.7247
H  2.2114  0.1368  -2.3462
H  0.8829  -0.9406  -2.0151
H  2.4828  -1.3618  -1.5853
H  2.3470  0.7978  0.0625
H  -0.4405  0.8903  -1.0731
H  0.8966  1.9400  -1.4636
H  0.2828  2.0766  0.1692
H  0.0988  -0.6698  0.6849
C  -5.5001  -0.4823  -0.0158
C  -4.2892  0.1537  -0.8132
C  -3.8826  1.3388  -0.0181
O  -3.1833  -0.6364  -0.9370
H  -5.1054  -1.2054  0.6947
H  -6.2436  -0.9906  -0.6319
H  -6.0129  0.2907  0.6151
H  -4.7408  0.4667  -1.7582
H  -3.5761  0.9356  0.9642
H  -4.6700  2.0943  -0.0264
H  -2.9681  1.7640  -0.4524
H  -3.4193  -1.5066  -1.3284
C  -2.2217  1.9765  -3.9523
C  -2.1727  3.4847  -4.3210
C  -1.4853  4.1791  -3.1039
O  -1.5453  3.6873  -5.5273
H  -3.1259  1.8274  -3.3394
H  -1.3635  1.6335  -3.3178
H  -2.4142  1.2247  -4.7590
H  -3.2293  3.8208  -4.3790
H  -2.0220  3.9620  -2.1318
H  -1.5601  5.2987  -3.0707
H  -0.4331  3.9317  -2.9610
H  -1.1477  4.5538  -5.6894
C  -0.3433  1.8271  2.8808
C  -0.4332  3.2900  3.2964
C  -0.4076  4.1842  2.0224
O  -1.5776  3.5035  4.0467
H  0.5991  1.5728  2.4383
H  -1.1229  1.6236  2.1580
H  -0.4775  1.1452  3.7484
H  0.4463  3.5712  3.9326
H  0.5103  3.9232  1.4951
H  -0.3027  5.2346  2.2303
H  -1.3202  4.0279  1.5006
H  -1.6454  4.4154  4.3013

Properties
SMILES	COC[C@H](C)N.COC[C@H](C)N.CC(C)O.CC(C)O.CC(C)O.CC(C)O.CC(C)O
gap between HOMO and LUMO	9.79	eV
HOMO	-9.1	eV
DFT total energy	-1549.59187	a.u.
net charge	0
ΔE to the lowest compared entry with this formula, charge and spin	140.0	kJ/mol
LUMO	0.638	eV



3.
Computed, not measured: 4 unconnected molecules or ions with the total composition C23H62N4O9P, with ωB97M-V with the def2-TZVPD basis set.

Geometry (Å):
C  6.1467  -1.7375  2.0622
O  6.2037  -1.1507  0.7868
C  4.9638  -1.2575  0.0786
P  3.4657  -0.2779  0.8461
C  2.1850  -1.3265  -0.1915
C  0.8888  -1.6710  0.5356
N  0.0466  -0.5132  0.9081
C  3.6528  1.0785  -0.5363
O  2.6882  2.1414  -0.4233
O  3.2170  3.0838  0.5347
H  7.1700  -1.7783  2.4457
H  5.7453  -2.7614  2.0063
H  5.5215  -1.1669  2.7538
H  5.1875  -0.8553  -0.9167
H  4.7142  -2.3256  -0.0386
H  4.4401  0.4603  1.6770
H  2.3801  0.5275  1.4365
H  3.3003  -1.2965  1.9306
H  1.9212  -0.8395  -1.1411
H  2.6684  -2.2737  -0.4611
H  1.1124  -2.2582  1.4338
H  0.2703  -2.3156  -0.1047
H  0.2572  -0.2547  1.8651
H  0.3666  0.2880  0.3718
H  3.5207  0.7241  -1.5637
H  4.6556  1.5116  -0.4473
H  2.4626  3.1344  1.1337
C  6.3778  7.5495  -4.3874
O  5.0099  7.2301  -4.5011
C  4.5974  6.8646  -5.8113
C  4.1282  5.4266  -5.8434
N  5.2431  4.5196  -5.6306
C  4.8702  3.1134  -5.5142
C  4.0378  2.7072  -4.3032
O  4.7240  2.8384  -3.0823
C  4.5937  4.0790  -2.4176
H  6.5518  7.8484  -3.3552
H  7.0223  6.6954  -4.6229
H  6.6527  8.3802  -5.0479
H  5.4218  7.0008  -6.5192
H  3.7765  7.5249  -6.1067
H  3.6937  5.2247  -6.8286
H  3.3255  5.3147  -5.1007
H  5.7297  4.7974  -4.7864
H  5.7911  2.5259  -5.4946
H  4.3275  2.8272  -6.4227
H  3.7958  1.6454  -4.4086
H  3.0842  3.2494  -4.2609
H  3.6212  4.5377  -2.6238
H  5.3812  4.7870  -2.7026
H  4.6567  3.8853  -1.3488
C  0.3092  -2.9362  4.6485
O  -0.6660  -2.0131  4.2174
C  -1.5844  -2.5322  3.2569
C  -2.9846  -2.4754  3.8200
N  -3.1639  -3.4187  4.9163
C  -4.4204  -3.2835  5.6348
C  -4.6599  -1.9885  6.4052
O  -3.7765  -1.8036  7.4972
C  -2.5754  -1.1160  7.1988
H  0.9719  -2.4082  5.3325
H  -0.1367  -3.7943  5.1682
H  0.9063  -3.3091  3.8102
H  -1.3152  -3.5523  2.9680
H  -1.5313  -1.9001  2.3662
H  -3.6991  -2.7132  3.0252
H  -3.1609  -1.4343  4.1284
H  -2.3944  -3.3044  5.5651
H  -4.4937  -4.1110  6.3459
H  -5.2413  -3.4049  4.9185
H  -5.6668  -2.0308  6.8297
H  -4.6210  -1.1137  5.7452
H  -2.7265  -0.3716  6.4114
H  -1.7740  -1.7861  6.8772
H  -2.2566  -0.6070  8.1084
C  -8.2969  -3.8544  -2.0285
O  -7.5450  -2.8675  -2.6979
C  -7.8843  -1.5317  -2.3437
C  -6.7098  -0.8414  -1.6867
N  -6.4302  -1.4337  -0.3899
C  -5.2278  -0.9271  0.2657
C  -3.8850  -1.2219  -0.3910
O  -3.5522  -2.5969  -0.3938
C  -4.0083  -3.3461  -1.4967
H  -7.9750  -4.8200  -2.4149
H  -8.1354  -3.8322  -0.9450
H  -9.3704  -3.7392  -2.2177
H  -8.7438  -1.5286  -1.6657
H  -8.1622  -0.9958  -3.2559
H  -6.9586  0.2157  -1.5465
H  -5.8583  -0.8878  -2.3809
H  -6.3442  -2.4363  -0.5048
H  -5.2014  -1.3486  1.2739
H  -5.3298  0.1577  0.3762
H  -3.1053  -0.7222  0.1902
H  -3.8307  -0.8158  -1.4091
H  -4.0590  -2.7346  -2.4037
H  -4.9956  -3.7912  -1.3290
H  -3.2954  -4.1543  -1.6608

Properties
gap between HOMO and LUMO	5.67	eV
HOMO	-3.4	eV
DFT total energy	-2150.68940	a.u.
net charge	-1
LUMO	2.272	eV



4.
Computed, not measured: 8 unconnected molecules or ions with the total composition C23H62O8, with ωB97M-V with the def2-TZVPD basis set.

Geometry (Å):
C  -1.4456  3.5843  2.4426
C  -0.6397  3.5021  1.0719
C  -0.4569  4.8513  0.4137
O  0.6121  2.9180  1.3264
H  -0.9185  4.3028  3.0792
H  -1.4175  2.5612  2.8723
H  -2.4888  3.8328  2.3539
H  -1.2117  2.9270  0.3427
H  -0.0781  4.7660  -0.5975
H  0.0742  5.5883  1.0441
H  -1.4825  5.2690  0.3255
H  0.4772  2.1230  1.8741
C  -2.2299  3.2267  -3.0838
C  -2.9974  1.9533  -3.2565
C  -2.5448  0.8158  -2.3909
O  -4.3998  2.1352  -3.0543
H  -2.9475  4.0256  -3.3199
H  -1.2895  3.2859  -3.5883
H  -1.9669  3.3436  -1.9919
H  -2.9584  1.6975  -4.3304
H  -1.4899  0.6586  -2.6215
H  -3.0217  -0.1443  -2.6540
H  -2.6724  1.0675  -1.3334
H  -4.5359  2.2826  -2.1112
C  3.4049  2.0142  4.1572
C  3.5362  0.5667  3.8247
C  4.8686  0.0064  4.2187
O  2.4215  -0.1395  4.3557
H  4.2337  2.6374  3.8355
H  3.4239  2.0286  5.2450
H  2.5042  2.5006  3.7596
H  3.3844  0.4318  2.7475
H  5.1707  0.2269  5.2728
H  5.6724  0.4969  3.6455
H  4.9072  -1.0759  4.0763
H  2.3404  -0.0474  5.3074
C  2.7741  -3.9601  -0.5899
C  2.5341  -5.4028  -0.2001
C  3.7530  -6.2872  -0.3004
O  2.1864  -5.5016  1.2243
H  3.3616  -3.4619  0.1841
H  1.8246  -3.4215  -0.8257
H  3.3479  -3.9812  -1.5062
H  1.7160  -5.7496  -0.8754
H  4.0148  -6.2114  -1.3715
H  3.5568  -7.3765  -0.1046
H  4.5598  -5.8692  0.2996
H  1.4465  -4.9203  1.3859
C  -2.8546  -3.6483  -1.9139
C  -1.5536  -3.5206  -1.1808
C  -1.4147  -4.4931  -0.0669
O  -0.4822  -3.9335  -2.0272
H  -2.9882  -4.6895  -2.2061
H  -2.8986  -3.0306  -2.8719
H  -3.6115  -3.3273  -1.2134
H  -1.3094  -2.5591  -0.7900
H  -1.9970  -4.2378  0.7915
H  -0.4002  -4.5947  0.2561
H  -1.7550  -5.4909  -0.3305
H  -0.4825  -3.5589  -2.8797
C  3.1614  3.0348  -4.1874
C  1.8372  2.3213  -4.2099
C  1.4053  1.9322  -2.7863
O  0.7429  3.1556  -4.6908
H  3.0812  3.9458  -3.6030
H  3.3783  3.2671  -5.2124
H  3.9315  2.4585  -3.6999
H  1.8823  1.4409  -4.8457
H  0.5115  1.2769  -2.6980
H  1.2750  2.8432  -2.1864
H  2.2396  1.3884  -2.3104
H  0.8644  3.3697  -5.6324
C  -3.8673  0.8664  2.7360
C  -3.6051  0.6187  1.2690
C  -3.7732  -0.8643  0.9929
O  -4.3555  1.4968  0.4640
H  -4.8315  0.4710  2.9815
H  -3.8561  1.9115  2.9780
H  -3.1041  0.3631  3.3379
H  -2.6082  0.8448  0.9780
H  -3.2489  -1.4652  1.6984
H  -3.4693  -1.1183  0.0028
H  -4.8541  -1.1024  1.0516
H  -5.2766  1.5044  0.7580
C  1.0510  -0.4246  0.3084
C  0.1671  -0.8626  1.5302
O  -0.0079  0.1760  2.4452
H  0.8540  -1.0629  -0.5523
H  2.0910  -0.5563  0.5325
H  0.7608  0.6322  0.1205
H  0.5718  -1.7632  2.0325
H  -0.8247  -1.1210  1.1417
H  0.7100  0.0291  3.1099

Properties
SMILES	CC(C)O.CC(C)O.CC(C)O.CC(C)O.CC(C)O.CC(C)O.CC(C)O.CCO
gap between HOMO and LUMO	10.26	eV
HOMO	-9.7	eV
DFT total energy	-1515.36671	a.u.
net charge	0
ΔE to the lowest compared entry with this formula, charge and spin	107.7	kJ/mol
LUMO	0.534	eV



5.
Computed, not measured: 13 unconnected molecules or ions with the total composition C23H63F3N3O13, with ωB97M-V with the def2-TZVPD basis set.

Geometry (Å):
N  -4.1341  4.6071  -3.5354
C  -4.5523  3.7182  -2.4495
C  -4.3131  2.2435  -2.8072
C  -2.8474  1.9844  -2.8971
C  -2.1551  2.1533  -4.0860
C  -0.7835  1.8905  -4.0791
N  -0.2070  1.4866  -2.9530
C  1.2602  1.2559  -2.9096
C  1.9838  2.5646  -2.6009
C  2.1240  2.8959  -1.1160
F  1.8251  1.8744  -0.3135
F  1.3008  3.9033  -0.7874
F  3.3584  3.2959  -0.8224
N  -0.8336  1.2872  -1.8109
C  -2.1290  1.5373  -1.7634
C  -2.8038  1.3615  -0.4444
C  -1.8599  0.9339  0.6552
O  -2.0309  -0.1172  1.2048
H  -4.6488  5.4755  -3.5148
H  -3.1577  4.8378  -3.4163
H  -3.9674  3.9343  -1.5465
H  -5.5901  3.8371  -2.1582
H  -4.7492  2.0270  -3.7775
H  -4.7957  1.6215  -2.0615
H  -2.6583  2.4666  -4.9857
H  -0.1703  2.0109  -4.9565
H  1.4576  0.4660  -2.1959
H  1.5588  0.8889  -3.8852
H  1.4239  3.3837  -3.0428
H  2.9673  2.5617  -3.0585
H  -3.2332  2.3241  -0.1591
H  -3.5901  0.6155  -0.4873
H  -1.0323  1.5818  0.9775
C  -3.1627  2.1804  4.1280
O  -3.1514  3.0362  2.9774
H  -3.2112  1.1567  3.7657
H  -2.2565  2.3092  4.7144
H  -4.0373  2.3842  4.7498
H  -3.1087  3.9466  3.2826
C  -4.4346  -2.0603  -1.9245
O  -4.8941  -1.2379  -3.0010
H  -4.3305  -1.4387  -1.0384
H  -5.1573  -2.8489  -1.7090
H  -3.4684  -2.5143  -2.1572
H  -4.9920  -1.8183  -3.7604
C  5.4009  0.0171  -0.2853
O  4.2638  0.0319  -1.1589
H  5.9253  -0.9209  -0.4420
H  6.0767  0.8426  -0.5163
H  5.0855  0.0777  0.7586
H  3.8078  0.8611  -1.0107
C  0.5319  0.5838  3.4225
O  -0.1246  1.7798  3.8315
H  1.0792  0.1875  4.2745
H  -0.2001  -0.1541  3.0868
H  1.2422  0.7953  2.6155
H  -0.6037  2.1295  3.0749
C  -1.1895  -3.4222  -4.5479
O  -1.5435  -3.9533  -3.2760
H  -2.1027  -3.2516  -5.1145
H  -0.6591  -2.4715  -4.4343
H  -0.5555  -4.1205  -5.0925
H  -0.7224  -4.1005  -2.7968
C  4.3013  -0.6423  4.9378
O  4.2729  -1.2981  3.6647
H  5.2956  -0.7362  5.3524
H  4.0588  0.4172  4.8145
H  3.5835  -1.1124  5.6151
H  3.3815  -1.2092  3.3179
C  6.8809  -3.4393  1.4639
O  6.0476  -4.0040  2.4685
H  7.7469  -4.0825  1.3323
H  6.3377  -3.3692  0.5158
H  7.2160  -2.4430  1.7664
H  5.3018  -3.4023  2.5689
C  -6.1129  1.1962  2.8549
O  -7.1873  1.2454  1.9133
H  -5.6089  0.2398  2.7394
H  -5.3999  2.0016  2.6675
H  -6.4918  1.2766  3.8767
H  -7.6398  2.0853  2.0286
C  2.3867  -5.2915  -3.1366
O  1.9172  -4.4835  -4.2242
H  2.4656  -4.6533  -2.2598
H  1.6768  -6.0971  -2.9276
H  3.3628  -5.7147  -3.3528
H  1.8544  -5.0545  -4.9943
C  -8.4731  3.1621  -0.3471
O  -7.0866  3.3492  -0.6419
H  -9.0410  3.7331  -1.0757
H  -8.7500  2.1091  -0.4248
H  -8.7123  3.5301  0.6535
H  -6.5863  2.8405  0.0047
C  7.9140  0.4950  7.3833
O  6.8035  0.5259  6.4870
H  8.4046  -0.4661  7.2586
H  8.6277  1.2893  7.1532
H  7.5858  0.5932  8.4204
H  6.3662  1.3748  6.5937
C  5.2201  -6.7716  -0.6639
O  5.1517  -5.8700  -1.7698
H  5.3197  -7.7747  -1.0699
H  6.0825  -6.5589  -0.0320
H  4.3116  -6.7229  -0.0584
H  5.0686  -4.9816  -1.4141

Properties
gap between HOMO and LUMO	7.26	eV
HOMO	-11.5	eV
DFT total energy	-2355.67172	a.u.
net charge	+1
LUMO	-4.262	eV